[1]
# CClF2N

A structure of composition CClF2N at a distorted geometry (ωB97M-V/def2-TZVPD, OMol25).

```
5
CClF2N (ωB97M-V/def2-TZVPD)
Cl -0.15586 1.21109 1.23565
F -1.68313 0.40758 -0.66858
F 1.71534 -0.87055 0.15106
N 0.66429 -1.03417 -0.65370
C -0.54064 0.28604 -0.06442
```

ΔE to the lowest compared entry with this formula, charge and spin: 75.3 kcal/mol
orbital gap (alpha / beta): 7.94 / 10.78 eV
HOMO energy (alpha / beta): -8.6 / -10.7 eV

Population analysis type natural (NBO), resulting atomic charges in e:
1. Cl 0.100
2. F -0.285
3. F -0.221
4. N 0.079
5. C 0.327

***

[2]
# C49H101F12N5O9

A cluster of 10 separate species, C49H101F12N5O9 in total at a distorted geometry (ωB97M-V/def2-TZVPD, OMol25).

```
176
C49H101F12N5O9 (ωB97M-V/def2-TZVPD)
F 3.07806 1.57391 3.30820
F -6.32421 -6.65860 -5.53056
F -1.62983 -2.02719 -3.91252
F -1.82882 -3.99448 -2.99955
F 3.95946 -0.21097 2.38531
F 0.52588 7.65142 4.96037
F 0.72872 8.75186 3.07352
F 0.08994 -3.34932 -3.72413
F -4.88705 -7.09440 -4.02030
F -4.16700 -6.37624 -5.94947
F 5.22443 1.58126 2.67428
F -1.09659 7.87638 3.52902
O 5.02465 1.15231 5.46636
O -5.38604 -3.93488 -5.34327
O -4.99746 -4.61770 -3.22423
O -1.84821 -5.24082 -5.30805
O 1.01628 5.33080 3.68987
O 4.38527 -1.00422 4.80392
O 0.37552 6.26388 1.69024
O -1.35722 -3.29157 -6.30842
O -5.83776 -0.59999 1.89442
N -1.82359 -2.68121 5.99932
N -4.76604 1.52697 -3.14556
N 7.30314 -1.02727 -1.26746
N 2.10465 4.58951 -2.06694
N 0.38369 0.19868 -0.34616
C 4.21639 0.84167 3.18448
C 1.83183 -0.33261 -2.39398
C 0.50612 6.36106 2.89804
C -5.08956 -3.30240 -2.67062
C 5.12233 -3.07583 5.77890
C -0.96374 0.57044 0.10261
C 5.78145 0.88503 -1.53096
C -1.97066 -2.34367 7.39281
C -1.61139 -1.50019 5.19543
C -1.20315 -3.32493 -3.95870
C -3.58710 2.41153 -2.96328
C -5.42722 1.26129 -1.91671
C 0.98018 -0.95256 0.32922
C -1.53785 -4.03662 -5.25334
C 0.98184 3.95207 -2.81556
C -0.37696 3.94666 -2.09169
C -4.54508 -3.28053 -1.19261
C 1.49452 4.15362 3.12549
C -1.44921 -3.83156 -7.62666
C -1.46021 -5.09833 6.28818
C 1.99327 6.01986 -1.88577
C -3.95805 0.41732 -5.28255
C 0.17662 7.70787 3.64158
C 5.97912 -0.62065 -1.80039
C 3.72625 4.23882 -0.29327
C -6.91045 1.42010 -2.16991
C 7.34532 -0.86200 0.18975
C 7.69414 -2.35107 -1.82234
C -4.62648 0.88557 3.32203
C 4.61495 -1.63226 6.06545
C -4.50128 0.25654 -3.83849
C 0.33254 3.29827 2.64195
C -0.30397 -3.23216 -8.43470
C -5.13516 -6.27462 -5.01928
C 1.79026 6.78585 -3.20406
C 2.37662 3.78058 -0.89191
C -0.79208 -1.69337 8.10293
C 4.59307 0.33746 4.58997
C 7.98217 -2.27238 -3.35776
C 8.79887 -0.85129 0.61664
C 0.46394 0.07335 -1.83779
C -5.52727 -0.23941 3.02798
C 0.88865 -0.93235 1.87541
C -3.93279 3.82907 -2.50826
C -5.23357 -4.79017 -4.53759
C -2.04327 -0.48745 -0.33629
C -0.87440 -3.79138 5.74388
C -6.01415 -1.06310 4.18732
C -2.21722 -1.65666 3.83663
H 1.68013 -0.45885 -3.46596
H -0.59247 -3.93547 4.70088
H 6.70379 1.44791 -1.67439
H -3.16004 4.55462 -2.76228
H -1.11651 3.41457 -2.69005
H -0.78000 -5.89400 5.98433
H 2.04398 3.61490 3.89749
H -3.29113 -1.82980 3.90619
H -2.82034 -1.66358 7.45294
H -3.46175 -3.16370 -1.16347
H 4.54094 4.18243 -1.01520
H 5.16261 -1.15197 -1.31139
H -0.54804 -1.28541 5.08942
H -4.92720 1.82195 -1.12695
H -2.90624 0.70284 -5.29942
H -2.11086 -0.64617 5.65293
H 1.83870 7.83557 -2.91452
H -0.13499 -1.02850 2.23738
H 6.10683 -3.04681 5.31199
H 2.49871 6.72521 -4.03021
H 1.54280 -1.63028 2.39799
H 8.62159 -2.64558 -1.33124
H 2.18600 4.36781 2.31058
H -0.39691 -3.46096 -9.49635
H -0.97284 0.77555 1.17310
H 4.96485 1.21951 -2.17080
H -1.28193 -4.90831 -7.59958
H -6.68088 -1.82402 3.78167
H -1.25617 1.54088 -0.29841
H 1.51577 3.75862 -0.22367
H -0.36649 -0.81388 7.61975
H 2.46990 2.73313 -1.17871
H 0.06341 -3.56892 6.25292
H -2.44512 -3.69525 -8.04819
H 1.16600 0.05018 2.25727
H 3.92309 3.57770 0.55068
H -1.61472 -5.09284 7.36716
H 6.89759 0.08709 0.48442
H -7.14629 2.23626 -2.85280
H -5.41863 -0.32535 -3.92767
H -4.74893 -4.24082 -0.71892
H 8.37993 -3.22441 -3.70921
H 2.53307 0.49485 -2.28592
H 0.68422 2.35088 2.23345
H -4.00736 0.70613 4.20100
H -7.45403 1.60203 -1.24281
H -1.69067 -1.49781 -0.12903
H -5.08134 1.87521 3.36461
H 1.17741 6.29903 -1.21904
H 0.75223 -1.89952 -0.16007
H 9.31257 0.09579 0.45157
H 0.04923 -2.37623 8.22125
H 6.73874 -1.63719 0.65797
H 5.92663 -0.75757 -2.88047
H -2.30018 -3.21463 7.95934
H -3.93697 -0.52646 -5.82749
H -4.57584 -2.58721 -3.31303
H -2.12035 -0.75518 3.23162
H -2.35367 -0.40251 -1.37771
H 0.17603 1.03980 -2.25154
H 2.03148 -0.83883 0.06477
H -0.87590 4.90708 -1.96220
H 1.16694 2.92184 -3.11966
H 3.57422 5.20198 0.19387
H -0.21510 3.79803 1.84293
H -1.81804 -2.49991 3.27300
H -5.25661 0.27627 -1.48230
H 7.04287 -2.10176 -3.88377
H -4.19286 3.93356 -1.45491
H -7.41080 0.54660 -2.58794
H 5.37274 -1.10275 6.64292
H 2.79707 6.47682 -1.30856
H 8.73168 -1.53405 -3.64273
H -6.14842 -3.08356 -2.80857
H -1.14580 -1.44154 9.10271
H -0.31032 3.29014 -1.22414
H -5.04691 -2.41009 -0.77003
H 6.97301 -3.14761 -1.63903
H -4.61086 1.01049 -5.92293
H -3.75766 -0.36049 -3.33410
H -0.31658 -2.14304 -8.39283
H -0.27545 -0.60811 -2.25850
H 5.41547 1.00490 -0.51126
H 5.22956 -3.50822 6.77371
H -3.05084 2.57686 -3.89772
H 2.24156 -1.24655 -1.96395
H -5.18681 -1.64618 4.59181
H 9.44631 -1.54650 0.08220
H -3.97165 1.03533 2.46362
H 0.60067 -3.65175 -7.99460
H -2.93739 -0.23225 0.23249
H 4.37175 -3.54564 5.14330
H -0.34124 3.07967 3.47040
H 0.72183 4.43731 -3.75633
H 3.66684 -1.61536 6.60296
H -6.55964 -0.49880 4.94370
H -2.86076 1.98471 -2.27164
H -2.43830 -5.25282 5.83256
H -4.83615 4.14754 -3.02846
H 8.80847 -1.14264 1.66693
H 0.78576 6.61554 -3.59148
```

ΔE to the lowest compared entry with this formula, charge and spin: 0.0 kcal/mol
orbital gap: 8.22 eV
HOMO energy: -8.0 eV
structure (SMILES): CCOC(=O)C(F)(F)F.CCOC(=O)C(F)(F)F.CCOC(=O)C(F)(F)F.CCOC(=O)C(F)(F)F.CCN(CC)CC.CCN(CC)CC.CCN(CC)CC.CCN(CC)CC.CCN(CC)CC.CC(C)=O

Atomic partial charges in e from the Mulliken method, atoms 1 to 6:
1. F -0.192
2. F -0.267
3. F -0.143
4. F -0.243
5. F -0.220
6. F -0.251

***

[3]
# C10H14BCuF5OS

A structure of composition C10H14BCuF5OS (ωB97M-V/def2-TZVPD, OMol25).

```
33
C10H14BCuF5OS (ωB97M-V/def2-TZVPD)
Cu 0.79490 -0.61185 0.88371
S -1.11783 1.08379 -0.29380
F 6.48938 -0.71103 -1.32068
F -0.72454 -4.32485 0.30286
F -0.74691 -2.55003 -1.15840
F -0.77373 -2.16651 1.10348
F -2.61744 -3.05078 0.05562
O -0.73015 0.90931 1.16332
C -2.78511 3.17947 0.62288
C 2.60138 -0.64124 0.23721
C 3.59695 0.25824 0.64796
C -3.40866 -0.15777 0.73578
C -2.62353 0.11943 -0.53326
C 4.89712 0.25214 0.14417
C 4.29527 -1.60318 -1.26716
C 3.00804 -1.56859 -0.73829
C 5.21706 -0.68664 -0.80932
C -1.73572 2.76759 -0.39392
B -1.21642 -3.05793 0.06414
H -2.07876 2.89525 -1.42448
H -4.09743 -0.97535 0.53170
H -3.96654 0.70770 1.08704
H -3.20066 0.65283 -1.29399
H 2.29562 -2.29783 -1.10779
H 4.58864 -2.32643 -2.01837
H -3.76458 2.77332 0.37646
H -2.73161 -0.49201 1.51951
H -2.50657 2.83155 1.61650
H -2.26945 -0.81237 -0.96936
H -0.83348 3.37203 -0.28650
H 5.64849 0.95559 0.48008
H -2.87060 4.26677 0.64576
H 3.36686 1.00941 1.39715
```

total charge: -1
orbital gap: 6.88 eV
HOMO energy: -4.4 eV

Atomic partial charges in e from the natural (NBO) method, atoms 1 to 6:
1. Cu 0.715
2. S 1.259
3. F -0.361
4. F -0.559
5. F -0.575
6. F -0.597

***

[4]
# C36H37N9Sc

A structure of composition C36H37N9Sc (ωB97M-V/def2-TZVPD, OMol25).

```
83
C36H37N9Sc (ωB97M-V/def2-TZVPD)
Sc 0.26793 0.35080 0.41766
N -0.08969 -1.79369 0.24406
N -4.25921 -1.47588 0.39277
N -0.73416 -0.24268 2.25893
N -2.44114 -0.09060 -0.09455
N 2.25364 0.08698 -0.33717
N 0.85119 2.73252 -0.59345
N -0.68951 0.81912 -1.66856
N -1.56908 -0.09694 -2.26179
N 1.56452 1.33685 1.84243
C -3.33256 -0.56389 0.71205
C 3.25393 0.48451 0.43559
C 0.14219 -2.54769 -0.98569
C 1.10215 2.05370 3.02360
C 0.30927 1.19847 4.00225
C -1.20315 -3.34520 4.25557
C 2.83867 0.96633 1.77268
C -1.27289 -3.66325 1.20280
C -0.78607 -1.54416 2.49104
C -0.83048 -2.09594 3.79603
C 2.66238 -2.84950 -0.55562
C -5.17183 -3.08332 -1.17857
C -3.34465 -1.61497 -1.80240
C -5.13051 -3.65006 -2.43305
C -0.42656 1.83156 -2.38783
C 1.67338 3.64365 -0.08932
C 1.32812 -3.50544 -0.90492
C -4.27231 -2.06449 -0.87105
C 5.78111 0.77825 0.65375
C 5.07432 0.84553 3.00126
C -1.67964 -4.44348 3.55656
C 2.13294 4.73360 -0.82184
C 4.58266 0.60907 -0.01885
C -1.73851 -4.53269 2.17895
C 0.46951 2.87523 -1.87015
C -0.97217 0.68257 3.35922
C 0.87480 3.92280 -2.67412
C -4.20399 -3.21067 -3.38432
C 3.20924 -1.86927 -1.59554
C -3.32016 -2.20249 -3.07079
C 6.04104 0.83054 2.01140
C 3.69576 0.92714 2.89449
C -0.66242 -2.39293 1.27683
C 1.72717 4.87649 -2.13334
C 2.54320 -0.48407 -1.64681
C -2.41298 -0.55446 -1.39982
H 1.10838 -4.28230 -0.16729
H -0.55185 -1.40201 4.57756
H -4.18319 -3.66439 -4.36548
H -5.88647 -3.42202 -0.43834
H -5.82353 -4.44300 -2.68108
H 7.07721 0.85930 2.32104
H -1.14875 -3.46038 5.33314
H 3.16714 0.19175 -2.24261
H -1.51545 1.54597 2.95398
H 3.12825 -2.30828 -2.59565
H -1.35106 -4.05757 0.19822
H 2.58090 -2.35105 0.41398
H 0.44032 2.85911 2.67701
H 3.40180 -3.64055 -0.41782
H -4.89583 -1.79643 1.10359
H 3.17987 0.98721 3.84428
H -2.59486 -1.84739 -3.79026
H 4.68843 0.50926 -1.09079
H 0.29906 -1.83173 -1.78834
H 0.05287 1.80422 4.87516
H -0.87574 1.93060 -3.37308
H -0.75455 -3.09513 -1.29483
H 2.79712 5.44817 -0.35660
H -2.00967 -5.29967 4.12958
H -3.33972 -0.22061 1.74092
H 1.41089 -4.01186 -1.87243
H 6.65110 0.82482 0.00703
H 5.44383 0.83465 4.02132
H 1.60367 -0.53723 -2.19413
H 0.53403 3.98545 -3.69907
H -2.16160 -5.45248 1.78724
H 0.91946 0.35971 4.35099
H 1.98099 3.48894 0.93570
H 4.27728 -1.73795 -1.41165
H 2.06638 5.71186 -2.73100
H -1.63216 0.23238 4.10464
H 1.93899 2.54572 3.52402
```

total charge: +1
orbital gap: 6.25 eV
HOMO energy: -9.3 eV

Atomic partial charges in e from the Mulliken method, atoms 1 to 6:
1. Sc -1.661
2. N 1.122
3. N 0.142
4. N 0.587
5. N -0.233
6. N 1.004